Entry 1:
A 4-piece molecular cluster, C23H40O11S3 overall in a non-equilibrium geometry. Source: the OMol25 dataset; level of theory: ωB97M-V/def2-TZVPD.

HOMO-LUMO gap   8.8 eV
LUMO   -1.06 eV
Charge   0
SMILES string   C#CCCCC1=C(C)C(=O)C=C(CC)C1=O.CCOS(C)(=O)=O.CCOS(C)(=O)=O.CCOS(C)(=O)=O

Atoms and positions in Å:
C1 5.25 -6.41 1.21
C2 4.53 -5.71 0.50
C3 3.49 -4.74 -0.20
C4 4.32 -3.60 -0.95
C5 3.87 -2.11 -0.58
C6 2.32 -1.90 -0.48
C7 1.75 -1.33 0.65
C8 2.54 -0.88 1.94
C9 0.14 -1.12 0.67
O1 -0.42 -0.11 1.11
C10 -0.66 -2.32 0.02
C11 -0.08 -2.90 -1.11
C12 -0.83 -4.09 -1.82
C13 -1.40 -5.05 -0.67
C14 1.30 -2.29 -1.64
O2 1.55 -2.11 -2.84
H1 5.61 -7.05 2.05
H2 3.02 -5.39 -1.02
H3 2.75 -4.37 0.55
H4 5.40 -3.71 -0.60
H5 4.36 -3.75 -2.08
H6 4.24 -1.45 -1.43
H7 4.44 -1.80 0.34
H8 3.60 -0.55 1.76
H9 2.00 0.03 2.37
H10 2.45 -1.68 2.76
H11 -1.64 -2.64 0.47
H12 -1.72 -3.65 -2.37
H13 -0.13 -4.65 -2.51
H14 -1.58 -6.08 -1.11
H15 -0.67 -5.13 0.20
H16 -2.35 -4.63 -0.21
O3 -5.09 -1.68 -3.06
S1 -4.48 -1.44 -1.78
O4 -4.24 -2.51 -0.85
O5 -5.29 -0.27 -1.03
C15 -6.70 -0.40 -0.87
C16 -7.05 -1.34 0.27
C17 -2.98 -0.55 -2.02
H17 -7.17 -0.73 -1.81
H18 -7.09 0.59 -0.65
H19 -6.76 -2.37 0.04
H20 -8.12 -1.33 0.47
H21 -6.52 -1.06 1.18
H22 -3.16 0.30 -2.68
H23 -2.26 -1.23 -2.48
H24 -2.60 -0.22 -1.05
O6 3.17 4.26 4.96
S2 2.20 5.14 4.36
O7 1.16 5.76 5.13
O8 1.54 4.39 3.09
C18 0.97 3.10 3.29
C19 -0.40 3.20 3.93
C20 3.06 6.39 3.45
H25 1.63 2.46 3.88
H26 0.87 2.63 2.31
H27 -0.33 3.56 4.96
H28 -0.89 2.22 3.95
H29 -1.04 3.90 3.38
H30 3.81 5.92 2.82
H31 3.54 7.06 4.17
H32 2.34 6.95 2.85
O9 -1.61 3.81 -3.60
S3 -0.44 4.29 -2.92
O10 0.78 4.56 -3.63
O11 -0.12 3.31 -1.69
C21 0.00 1.91 -1.94
C22 1.34 1.55 -2.53
C23 -0.86 5.71 -1.97
H33 -0.81 1.56 -2.58
H34 -0.10 1.40 -0.98
H35 1.45 1.94 -3.54
H36 1.46 0.46 -2.58
H37 2.16 1.96 -1.93
H38 -1.75 5.49 -1.38
H39 -1.06 6.53 -2.66
H40 -0.02 5.97 -1.32


Entry 2:
A 2-piece molecular cluster, C17H15F3NS overall in a non-equilibrium geometry. Source: the OMol25 dataset; level of theory: ωB97M-V/def2-TZVPD.

HOMO-LUMO gap   5.4 eV
LUMO   -5.89 eV
Charge   +1

Atoms and positions in Å:
C1 0.98 1.75 2.40
S1 0.58 0.19 1.51
C2 1.83 -0.86 2.35
C3 -0.85 -0.32 2.31
C4 -2.10 0.19 1.98
N1 -3.20 0.55 1.78
H1 0.24 2.49 2.11
H2 0.95 1.55 3.48
H3 1.98 2.07 2.09
H4 1.61 -1.91 2.15
H5 2.81 -0.60 1.93
H6 1.81 -0.65 3.43
H7 -0.69 -0.67 3.34
F1 -6.53 -3.57 3.73
C5 -5.18 -3.32 3.91
C6 -4.69 -3.39 5.22
C7 -3.32 -3.17 5.36
F2 -2.79 -3.20 6.64
C8 -2.47 -2.94 4.30
C9 -2.98 -2.91 2.96
C10 -2.03 -2.69 1.92
C11 -2.14 -2.93 0.52
C12 -0.94 -2.84 -0.25
C13 -0.94 -3.03 -1.63
C14 -2.14 -3.29 -2.31
C15 -3.31 -3.37 -1.56
F3 -4.49 -3.61 -2.23
C16 -3.35 -3.22 -0.18
C17 -4.40 -3.04 2.80
H8 -5.33 -3.60 6.07
H9 -1.41 -2.78 4.46
H10 -1.00 -2.56 2.28
H11 -0.01 -2.61 0.27
H12 0.00 -2.98 -2.18
H13 -2.16 -3.43 -3.39
H14 -4.29 -3.32 0.34
H15 -4.88 -2.88 1.84


Entry 3:
C4HCdLiO4 as an isolated structure in a non-equilibrium geometry. Source: the OMol25 dataset; level of theory: ωB97M-V/def2-TZVPD.

HOMO-LUMO gap   5.4 eV
LUMO   -12.07 eV
Energy above the lowest of the compared OMol25 structures with the same formula, charge and spin   0.000 eV
Charge   +2

Atoms and positions in Å:
O1 -2.20 0.41 -2.70
C1 -2.12 0.10 -3.79
C2 -0.16 0.58 0.05
C3 0.88 0.05 -0.61
H1 1.21 0.07 -1.64
Li1 -2.07 1.00 -0.66
O2 1.86 -0.28 0.40
C4 1.20 -0.52 1.48
O3 1.58 -0.92 2.58
O4 -0.03 -0.03 1.39
Cd1 -0.15 -0.47 3.50


Entry 4:
C6H9N as an isolated structure in a non-equilibrium geometry. Source: the OMol25 dataset; level of theory: ωB97M-V/def2-TZVPD.

HOMO-LUMO gap   9.4 eV
LUMO   1.15 eV
Energy above the lowest of the compared OMol25 structures with the same formula, charge and spin   4.352 eV
Charge   0

Atoms and positions in Å:
C1 -0.99 -0.98 1.35
N1 -0.96 0.37 0.74
C2 0.35 0.91 0.90
C3 1.29 0.13 -0.32
C4 0.34 -0.54 -1.33
C5 -0.71 0.48 -0.78
C6 0.50 1.42 -0.45
H1 -0.26 -1.22 2.14
H2 -0.56 -1.57 0.52
H3 -1.94 -1.44 1.65
H4 0.73 1.19 1.89
H5 2.37 0.03 -0.34
H6 0.19 -1.64 -1.44
H7 0.58 -0.24 -2.37
H8 -1.60 0.75 -1.36
H9 0.79 2.38 -0.84


Entry 5:
C16H11N4O5PdS3 as an isolated structure in a non-equilibrium geometry. Source: the OMol25 dataset; level of theory: ωB97M-V/def2-TZVPD.

HOMO-LUMO gap (alpha / beta)   7.9 / 4.8 eV
LUMO (alpha / beta)   -3.55 / -6.92 eV
Energy above the lowest of the compared OMol25 structures with the same formula, charge and spin   0.536 eV
Charge   +1
Multiplicity   5

Atoms and positions in Å:
Pd1 0.08 0.74 -0.03
S1 -1.47 2.25 0.92
C1 -2.26 1.73 -0.49
N1 -1.49 1.00 -1.31
C2 -2.12 0.65 -2.45
C3 -1.57 -0.08 -3.51
C4 -2.36 -0.33 -4.60
C5 -3.69 0.12 -4.65
C6 -4.25 0.85 -3.62
C7 -3.46 1.12 -2.51
S2 -3.86 2.02 -1.08
H1 -0.54 -0.41 -3.46
H2 -1.95 -0.88 -5.44
H3 -4.29 -0.10 -5.53
H4 -5.27 1.21 -3.67
O1 0.82 -5.43 -1.21
C8 0.63 -4.28 -0.96
C9 -0.43 -3.67 -0.05
O2 -1.24 -4.30 0.57
C10 -0.24 -2.20 -0.09
C11 0.88 -1.88 -0.98
O3 1.22 -0.68 -1.19
C12 1.47 -3.09 -1.54
O4 2.40 -3.25 -2.29
O5 -0.89 -1.33 0.50
C13 1.77 2.77 5.27
C14 1.68 1.27 4.99
C15 1.93 0.98 3.55
N2 1.03 0.91 2.64
N3 1.52 0.73 1.38
C16 2.85 0.65 1.33
N4 3.53 0.48 0.19
S3 3.56 0.82 2.89
H5 1.64 2.96 6.33
H6 1.00 3.31 4.72
H7 2.74 3.17 4.97
H8 0.68 0.90 5.23
H9 2.40 0.73 5.60
H10 3.02 0.19 -0.63
H11 4.53 0.35 0.21


Entry 6:
An isolated ion of composition C3H9NS2 and charge +1 in a non-equilibrium geometry. Source: the OMol25 dataset; level of theory: ωB97M-V/def2-TZVPD.

HOMO-LUMO gap (alpha / beta)   9.0 / 5.4 eV
LUMO (alpha / beta)   -4.76 / -7.99 eV
Energy above the lowest of the compared OMol25 structures with the same formula, charge and spin   0.511 eV
Charge   +1
Multiplicity   2

Atoms and positions in Å:
N1 -0.92 0.77 -0.87
C1 0.41 0.67 -0.24
C2 1.46 0.58 -1.37
C3 0.44 -0.41 0.84
S1 -1.09 -0.25 1.82
S2 -1.77 -2.15 2.06
H1 -1.64 1.12 -0.27
H2 -1.12 0.03 -1.52
H3 0.57 1.65 0.22
H4 1.20 1.39 -2.05
H5 2.43 0.53 -0.87
H6 1.37 -0.36 -1.91
H7 0.50 -1.44 0.48
H8 1.26 -0.23 1.54
H9 -3.10 -1.90 2.13


Entry 7:
C38H46N11OSSeTeTi as an isolated structure. Source: the OMol25 dataset; level of theory: ωB97M-V/def2-TZVPD.

HOMO-LUMO gap   7.1 eV
LUMO   -3.36 eV
Energy above the lowest of the compared OMol25 structures with the same formula, charge and spin   1.447 eV
Charge   +1

Atoms and positions in Å:
Ti1 -0.54 0.40 -0.15
C1 -5.48 -1.01 -1.56
C2 -4.94 -0.46 -0.30
N1 -5.59 -0.27 0.79
N2 -4.68 0.28 1.65
C3 -3.48 0.44 1.11
S1 -2.09 1.12 1.81
N3 -3.63 -0.04 -0.15
N4 -2.60 -0.04 -1.10
H1 -6.56 -1.09 -1.47
H2 -5.07 -2.01 -1.74
H3 -5.24 -0.38 -2.41
H4 -4.94 0.49 2.60
H5 -2.79 0.69 -1.79
H6 -2.52 -0.97 -1.57
Se1 -2.83 -3.26 1.90
C4 -1.68 -2.23 1.10
N5 -0.91 -1.49 0.60
C5 -0.72 -2.76 -2.81
N6 -2.17 -2.50 -2.62
C6 -2.77 -2.36 -3.96
N7 -2.57 -3.52 -4.80
C7 -1.12 -3.75 -4.93
N8 -0.48 -3.94 -3.62
C8 -1.11 -5.10 -2.97
N9 -2.55 -4.90 -2.80
C9 -2.75 -3.71 -1.99
C10 -3.15 -4.69 -4.12
H7 -0.27 -2.90 -1.82
H8 -0.27 -1.90 -3.30
H9 -2.33 -1.48 -4.45
H10 -3.85 -2.19 -3.86
H11 -0.67 -2.88 -5.42
H12 -0.95 -4.63 -5.55
H13 -0.65 -5.25 -2.00
H14 -0.94 -5.99 -3.58
H15 -2.29 -3.85 -1.01
H16 -3.82 -3.56 -1.85
H17 -4.22 -4.53 -4.00
H18 -2.99 -5.57 -4.73
C11 2.69 -0.95 -3.37
C12 1.82 0.00 -3.71
C13 0.84 0.54 -2.73
N10 0.76 -0.19 -1.47
C14 1.73 -1.15 -1.18
C15 2.68 -1.53 -2.04
H19 3.40 -1.32 -4.10
H20 1.79 0.42 -4.70
H21 -0.15 0.63 -3.16
H22 1.65 -1.59 -0.20
H23 3.41 -2.28 -1.76
C16 -0.19 1.90 7.73
C17 0.18 1.77 6.28
C18 -0.01 0.59 5.59
C19 0.33 0.45 4.24
C20 0.06 -0.89 3.62
C21 0.89 1.56 3.59
Te1 1.46 1.53 1.56
N11 -0.61 1.97 -1.08
C22 0.41 2.56 -1.60
O1 1.21 1.95 -2.46
C23 0.83 3.93 -1.24
C24 2.03 4.46 -1.69
C25 2.42 5.72 -1.28
C26 1.60 6.46 -0.43
C27 0.40 5.93 0.01
C28 0.01 4.67 -0.39
C29 3.16 0.27 1.61
C30 3.34 -0.63 2.66
C31 4.48 -1.42 2.69
C32 5.42 -1.32 1.69
C33 5.24 -0.40 0.66
C34 4.12 0.42 0.60
C35 3.98 1.41 -0.52
C36 1.10 2.78 4.26
C37 1.72 4.00 3.63
C38 0.74 2.85 5.60
H24 -0.59 0.96 8.12
H25 -0.95 2.68 7.86
H26 0.67 2.18 8.33
H27 -0.45 -0.26 6.10
H28 -1.02 -1.09 3.62
H29 0.54 -1.68 4.20
H30 0.40 -0.96 2.59
H31 2.66 3.88 -2.35
H32 3.36 6.14 -1.63
H33 1.91 7.45 -0.12
H34 -0.24 6.51 0.67
H35 -0.93 4.24 -0.05
H36 2.62 -0.69 3.46
H37 4.62 -2.12 3.51
H38 6.31 -1.94 1.70
H39 5.99 -0.31 -0.11
H40 4.86 1.38 -1.16
H41 3.87 2.42 -0.14
H42 3.11 1.19 -1.15
H43 1.28 4.24 2.66
H44 2.79 3.85 3.47
H45 1.59 4.86 4.28
H46 0.90 3.79 6.13


Entry 8:
A 8-piece molecular cluster, C20H52N4O8S4 overall in a non-equilibrium geometry. Source: the OMol25 dataset; level of theory: ωB97M-V/def2-TZVPD.

HOMO-LUMO gap   8.3 eV
LUMO   0.10 eV
Energy above the lowest of the compared OMol25 structures with the same formula, charge and spin   2.844 eV
Charge   0

Atoms and positions in Å:
C1 2.65 1.70 -1.94
S1 2.99 1.05 -0.28
O1 2.21 1.81 0.79
C2 2.09 -0.45 -0.28
H1 2.85 2.75 -1.80
H2 1.67 1.45 -2.42
H3 3.44 1.21 -2.50
H4 2.73 -1.27 -0.57
H5 1.23 -0.42 -0.89
H6 1.85 -0.63 0.73
C3 -3.61 -4.87 3.53
S2 -3.15 -3.17 3.38
O2 -2.31 -2.85 4.56
C4 -1.99 -3.48 2.02
H7 -2.63 -5.38 3.36
H8 -4.28 -5.06 2.69
H9 -4.09 -5.08 4.48
H10 -1.50 -2.61 1.68
H11 -2.63 -3.83 1.20
H12 -1.26 -4.21 2.31
C5 -4.26 -1.33 -2.61
S3 -4.80 -2.67 -1.63
O3 -3.71 -3.58 -1.33
C6 -5.18 -1.78 -0.15
H13 -3.32 -0.87 -2.31
H14 -5.01 -0.50 -2.72
H15 -4.20 -1.56 -3.69
H16 -5.44 -2.44 0.70
H17 -6.02 -1.09 -0.36
H18 -4.34 -1.21 0.21
C7 -0.45 1.10 2.13
S4 -1.34 2.47 1.38
O4 -0.82 3.72 1.97
C8 -0.74 2.24 -0.30
H19 -0.64 0.87 3.19
H20 0.62 1.38 1.94
H21 -0.76 0.17 1.62
H22 -1.05 1.22 -0.61
H23 0.33 2.55 -0.35
H24 -1.19 3.01 -0.89
C9 2.19 3.00 3.83
O5 2.58 2.18 4.66
N1 2.72 4.26 3.72
C10 2.09 5.23 2.81
C11 3.73 4.64 4.64
H25 1.35 2.74 3.15
H26 1.69 6.09 3.37
H27 1.19 4.77 2.32
H28 2.73 5.50 1.99
H29 3.47 5.51 5.21
H30 3.96 3.84 5.38
H31 4.59 4.88 4.07
C12 0.94 3.10 -7.82
O6 1.71 3.97 -8.22
N2 0.67 2.85 -6.49
C13 -0.42 1.87 -6.17
C14 1.16 3.75 -5.45
H32 0.43 2.46 -8.52
H33 -1.36 2.40 -5.87
H34 -0.08 1.27 -5.38
H35 -0.60 1.17 -6.96
H36 0.32 4.35 -5.01
H37 1.56 3.14 -4.70
H38 1.83 4.48 -5.91
C15 -0.44 -1.45 -3.39
O7 -0.28 -0.44 -2.73
N3 -0.60 -2.68 -2.94
C16 -0.61 -3.04 -1.53
C17 -0.85 -3.76 -3.85
H39 -0.38 -1.49 -4.48
H40 -1.61 -3.23 -1.22
H41 -0.20 -2.17 -0.97
H42 0.03 -3.94 -1.33
H43 -1.92 -3.95 -3.84
H44 -0.50 -3.61 -4.85
H45 -0.38 -4.67 -3.45
C18 1.22 -2.30 3.11
O8 1.23 -2.27 1.91
N4 2.07 -1.84 4.07
C19 3.24 -1.16 3.55
C20 1.74 -2.02 5.45
H46 0.32 -2.68 3.64
H47 4.14 -1.79 3.39
H48 3.43 -0.43 4.30
H49 3.00 -0.70 2.65
H50 2.11 -3.00 5.85
H51 2.21 -1.28 6.11
H52 0.66 -1.93 5.67


Entry 9:
A 2-piece molecular cluster, C5H11NO2 overall. Source: the OMol25 dataset; level of theory: ωB97M-V/def2-TZVPD.

HOMO-LUMO gap   9.2 eV
LUMO   0.87 eV
Energy above the lowest of the compared OMol25 structures with the same formula, charge and spin   0.513 eV
Charge   0
SMILES string   C=C(C)N.CC(=O)O

Atoms and positions in Å:
C1 -2.07 1.79 1.79
C2 -0.84 0.92 1.73
C3 0.32 1.33 1.23
N1 -1.03 -0.36 2.21
H1 -2.34 1.99 2.83
H2 -2.89 1.29 1.28
H3 -1.88 2.74 1.29
H4 1.21 0.72 1.31
H5 0.41 2.34 0.83
H6 -1.95 -0.63 2.50
H7 -0.46 -1.13 1.89
O1 1.35 -1.47 -0.57
C4 0.92 -0.97 -1.58
O2 0.36 0.24 -1.60
C5 0.91 -1.64 -2.92
H8 0.25 0.55 -0.67
H9 0.08 -2.34 -2.90
H10 1.81 -2.26 -3.01
H11 0.80 -0.93 -3.73


Entry 10:
A 4-piece molecular cluster, C28H30FIN3O7 overall in a non-equilibrium geometry. Source: the OMol25 dataset; level of theory: ωB97M-V/def2-TZVPD.

HOMO-LUMO gap   8.3 eV
LUMO   -3.99 eV
Charge   +1

Atoms and positions in Å:
C1 4.23 -0.79 -0.39
C2 3.34 0.52 -0.76
C3 3.75 0.91 -2.28
C4 1.80 -0.02 -0.86
C5 0.73 1.00 -0.22
C6 0.34 2.22 -1.17
C7 -0.36 1.76 -2.55
F1 0.57 1.26 -3.53
N1 -1.51 0.84 -2.28
C8 -1.18 -0.15 -1.23
N2 -1.47 -1.44 -1.44
C9 -1.18 -2.52 -0.45
C10 0.13 -3.31 -0.93
O1 0.41 -3.34 -2.16
I1 1.46 -4.39 0.43
N3 -0.52 0.21 0.03
H1 4.06 -1.14 0.69
H2 5.32 -0.65 -0.67
H3 3.82 -1.64 -1.06
H4 3.46 1.37 -0.02
H5 2.98 1.58 -2.78
H6 3.81 -0.10 -2.84
H7 4.82 1.34 -2.31
H8 1.78 -0.96 -0.18
H9 1.52 -0.36 -1.92
H10 1.14 1.47 0.75
H11 1.21 2.96 -1.36
H12 -0.47 2.84 -0.62
H13 -0.81 2.72 -3.00
H14 -1.56 0.24 -3.14
H15 -1.91 -1.75 -2.32
H16 -2.06 -3.27 -0.51
H17 -1.14 -2.17 0.63
H18 -1.15 0.71 0.67
C11 1.13 5.00 -3.59
C12 0.48 5.87 -4.36
C13 0.86 7.30 -4.38
O2 0.27 8.10 -5.08
C14 1.99 7.72 -3.52
C15 2.63 6.84 -2.74
C16 2.25 5.41 -2.73
O3 2.83 4.60 -2.03
H19 0.86 3.95 -3.55
H20 -0.34 5.58 -5.00
H21 2.25 8.77 -3.54
H22 3.46 7.13 -2.11
C17 -6.66 -2.26 0.70
C18 -5.64 -1.41 0.67
C19 -4.46 -1.59 1.54
O4 -3.53 -0.81 1.51
C20 -4.46 -2.75 2.45
C21 -5.49 -3.60 2.49
C22 -6.66 -3.42 1.61
O5 -7.60 -4.20 1.64
H23 -7.53 -2.14 0.06
H24 -5.62 -0.55 0.00
H25 -3.59 -2.87 3.09
H26 -5.50 -4.46 3.15
C23 0.20 -2.48 5.78
C24 1.35 -2.69 6.43
C25 2.30 -3.73 5.98
O6 3.34 -3.93 6.56
C26 1.92 -4.53 4.79
C27 0.77 -4.32 4.15
C28 -0.17 -3.27 4.60
O7 -1.22 -3.07 4.01
H27 -0.50 -1.72 6.10
H28 1.64 -2.11 7.30
H29 2.63 -5.29 4.48
H30 0.48 -4.89 3.28


Entry 11:
A 3-piece molecular cluster, C4H13NOS2 overall in a non-equilibrium geometry. Source: the OMol25 dataset; level of theory: ωB97M-V/def2-TZVPD.

HOMO-LUMO gap   4.5 eV
LUMO   -4.19 eV
Energy above the lowest of the compared OMol25 structures with the same formula, charge and spin   5.451 eV
Charge   0

Atoms and positions in Å:
S1 -0.41 1.82 2.62
S2 0.82 -2.25 1.70
C1 0.02 -0.94 0.87
C2 0.59 -0.82 -0.59
C3 0.15 -2.09 -1.35
N1 0.24 0.41 -1.25
C4 0.97 1.59 -0.79
H1 -0.10 0.87 3.50
H2 0.44 -0.12 1.56
H3 -1.06 -0.99 0.84
H4 1.68 -0.99 -0.62
H5 0.72 -2.17 -2.28
H6 -0.88 -2.19 -1.66
H7 0.30 -3.03 -0.81
H8 0.36 0.26 -2.24
H9 0.24 2.29 -0.37
H10 1.51 2.10 -1.60
H11 1.60 1.33 0.07
H12 -3.17 1.77 0.75
H13 -1.73 1.60 1.25
O1 -2.29 1.54 0.42